1.
16
Properties=species:S:1:pos:R:3:forces:R:3:nbo_charge:R:1 method="wB97M-V/def2-TZVPD" s_squared=2.03 homo_lumo_gap_ev="7.1 / 7.8" lumo_energy_ev="0.66 / -2.04" multiplicity=3
C -1.34924 -1.02176 0.64198 -2.874 1.732 0.604 0.19
C -1.51082 1.29959 -0.22324 -0.162 -1.106 -0.800 0.11
C 0.02969 -0.32255 -0.98742 -0.250 -2.840 0.545 0.28
N 1.70037 0.73919 0.46269 0.071 0.468 0.868 -0.04
N -0.39203 -1.22725 -0.11386 5.285 -1.701 -3.106 -0.56
N -1.99654 0.19480 0.59204 -0.964 -0.495 1.151 -0.65
N 2.74823 0.12147 0.39704 1.306 -0.868 -0.986 0.44
O 3.89000 0.50442 0.59497 -0.469 0.134 0.276 -0.38
O 2.72050 -1.22045 -0.11039 0.569 0.711 0.534 -0.53
O -0.69643 0.69903 -1.30466 -1.838 3.445 0.270 -0.48
H -1.91176 -1.84243 1.00833 -0.269 -0.517 1.016 0.18
H -2.31553 1.78591 -0.78356 -0.050 -0.173 0.320 0.19
H -0.96748 2.06829 0.31765 0.528 -0.212 0.091 0.18
H 0.87264 -0.52637 -1.61816 0.075 0.140 -0.361 0.17
H 1.79741 -1.44424 -0.27120 -0.853 -0.211 0.299 0.49
H -2.61900 0.19233 1.39780 -0.106 1.494 -0.720 0.41

=====

2.
18
Properties=species:S:1:pos:R:3:forces:R:3:nbo_charge:R:1 method="wB97M-V/def2-TZVPD" homo_lumo_gap_ev=8.7 lumo_energy_ev=-1.12 e_above_lowest_kcal_mol=59.2
C -1.02387 -0.20579 -0.94376 -1.524 -1.772 1.215 0.72
C 2.02969 -0.12736 1.90133 0.029 -0.542 -1.541 -0.29
C 2.22264 -0.01138 0.60099 0.379 0.908 0.365 0.14
N -2.25994 0.21261 -1.42621 0.826 -0.219 0.807 -0.86
N 0.11404 0.22153 -1.08805 3.975 3.435 -2.753 -0.81
N 2.52710 1.32182 -0.03445 -0.614 -2.622 0.878 0.54
N 2.24707 -1.18835 -0.29391 -0.262 -0.300 -0.410 0.53
O -1.06206 -1.26565 -0.07570 0.110 -1.776 0.676 -0.74
O 3.31713 1.31941 -0.90493 1.979 0.175 -1.932 -0.33
O 1.96036 2.25496 0.40552 -1.413 2.084 1.297 -0.35
O 1.74679 -2.20309 0.19168 0.117 0.214 0.001 -0.43
O 2.66037 -1.10594 -1.41910 0.111 -0.095 0.689 -0.28
H -0.14034 -1.75077 0.11499 -2.515 2.156 -0.966 0.52
H 1.89600 -1.07470 2.30114 -0.177 -1.953 0.240 0.23
H 1.91702 0.56679 2.66431 0.153 2.047 0.490 0.24
H -2.38179 0.44171 -2.38741 0.223 0.182 -0.293 0.40
H -3.07930 -0.05585 -0.92345 -0.150 -0.429 0.064 0.40
H 0.35623 1.03659 -1.73858 -1.247 -1.493 1.173 0.37

=====

3.
14
Properties=species:S:1:pos:R:3:forces:R:3:nbo_charge:R:1 method="wB97M-V/def2-TZVPD" homo_lumo_gap_ev="8.6 / 8.6" total_charge=+1 lumo_energy_ev="-5.79 / -4.43" e_above_lowest_kcal_mol=160.7
C -1.20779 -0.37347 -1.00090 0.141 -0.773 0.043 0.38
C 0.64706 -0.85469 0.05949 2.046 2.511 0.338 0.32
C 0.50612 0.70539 0.08106 0.730 -2.418 -0.267 0.00
N 1.94426 -1.13954 -0.26842 -0.266 -1.609 0.644 -0.23
N 2.63350 -0.10164 -0.43842 -1.211 0.506 -0.526 0.12
N -0.73084 0.81741 -0.64117 0.466 -1.028 -1.067 -0.51
N 1.82349 1.01289 -0.42603 0.882 -0.708 0.110 -0.46
N -0.44592 -1.38598 -0.59152 0.915 0.993 0.881 -0.52
H -2.09930 -0.65589 -1.50640 -0.773 0.681 -0.491 0.26
H 0.12544 -1.03430 3.10738 0.006 -0.020 -0.032 0.01
H 0.27182 1.16013 1.00211 0.473 0.681 1.474 0.24
H -0.88607 1.76068 -0.90472 -1.637 0.431 -0.841 0.46
H 2.29535 1.74178 -0.93652 -0.655 0.824 0.417 0.44
H -0.42751 -2.39492 -0.65416 -1.118 -0.072 -0.682 0.48

=====

4.
14
Properties=species:S:1:pos:R:3:forces:R:3:nbo_charge:R:1 method="wB97M-V/def2-TZVPD" s_squared=2.01 homo_lumo_gap_ev="6.3 / 6.9" total_charge=+1 lumo_energy_ev="-3.23 / -7.33" e_above_lowest_kcal_mol=37.7 multiplicity=3
C -1.68577 0.09393 0.90710 -2.825 1.263 5.403 0.10
C -0.53075 0.63977 -0.88061 -0.949 2.404 0.615 0.18
C -0.74506 -0.71167 -0.90279 -0.489 -2.228 0.631 0.08
N 1.50635 0.85161 -0.02802 0.545 0.859 0.273 -0.17
N 2.41211 0.20059 0.12792 -0.890 0.828 -0.194 0.30
N -1.43673 -1.02033 0.23008 1.154 -5.241 -3.247 -0.55
N 3.16556 -0.69257 0.27453 1.062 -2.342 0.309 -0.47
N -1.16476 1.11224 0.22810 1.833 3.988 -2.975 -0.57
H -2.22681 0.16376 1.83123 0.021 0.002 -0.095 0.24
H -0.11903 1.28360 -1.63066 -0.038 -0.001 -0.183 0.27
H -0.42411 -1.45264 -1.60558 0.067 -0.086 -0.228 0.26
H -1.72625 -1.95080 0.50082 0.121 0.276 -0.153 0.45
H 4.15304 -0.59933 0.43120 0.311 0.608 -0.026 0.42
H -1.17779 2.08185 0.51667 0.078 -0.330 -0.131 0.45

=====

5.
12
Properties=species:S:1:pos:R:3:forces:R:3:nbo_charge:R:1 method="wB97M-V/def2-TZVPD" smiles="CC(=O)NC[O-]" homo_lumo_gap_ev=7.0 total_charge=-1 lumo_energy_ev=4.02 e_above_lowest_kcal_mol=32.2
O -1.33072 -0.72637 0.93519 -0.289 -0.202 0.203 -0.69
C -0.73110 -0.17686 0.01636 0.282 0.218 -0.527 0.65
N 0.43978 0.45389 0.15682 0.461 -0.429 0.612 -0.68
C 1.47602 0.13138 1.38039 -1.205 -0.517 -0.598 0.19
O 2.57564 0.75570 1.20333 0.754 0.419 0.009 -0.89
C -1.33187 -0.13236 -1.39732 0.066 0.058 0.292 -0.71
H 1.02301 0.64093 -0.64670 -0.278 0.167 -0.223 0.37
H 0.81840 0.36801 2.23808 0.141 0.157 0.286 0.08
H 1.49471 -0.99026 1.29641 0.093 0.054 0.162 0.05
H -1.29773 0.90396 -1.72484 0.078 0.027 -0.345 0.21
H -2.36869 -0.45199 -1.37758 -0.083 -0.131 0.085 0.21
H -0.76745 -0.77601 -2.08014 -0.021 0.179 0.045 0.21

=====

6.
12
Properties=species:S:1:pos:R:3:forces:R:3:nbo_charge:R:1 method="wB97M-V/def2-TZVPD" smiles="O=CCNC[O-]" homo_lumo_gap_ev=6.9 total_charge=-1 lumo_energy_ev=4.05 e_above_lowest_kcal_mol=62.2
O -1.09755 -2.77598 -0.47281 -0.159 -0.595 -0.069 -0.58
C -0.60233 -1.71031 -0.75302 -0.058 -0.606 0.287 0.46
C -0.38603 -0.64502 0.23557 -0.036 1.823 -0.421 -0.39
N -0.14054 0.65357 -0.39775 -0.715 0.253 0.110 -0.71
C 0.68774 1.52765 0.54822 -0.593 -0.230 -0.698 0.14
O 1.68742 0.91348 1.11675 0.586 -0.161 0.340 -0.92
H -0.38023 -1.51584 -1.81552 0.296 0.301 -0.139 0.09
H -1.34867 -0.56695 0.75696 0.094 -0.162 0.295 0.19
H 0.42249 -0.74294 0.98216 0.093 -0.719 -0.173 0.27
H 0.33796 0.60965 -1.28559 0.329 -0.526 0.042 0.33
H 0.92619 2.36100 -0.15477 0.168 0.324 0.191 0.06
H -0.10645 1.89169 1.23980 -0.006 0.298 0.235 0.05